The following is a DFT calculation (ωB97M-V with the def2-TZVPD basis set) of a structure of composition C23H32AsMnN3O5PSSe2.

Properties
Net charge: +2
Multiplicity: 5
<S²>: 6.46
ΔE to the lowest compared entry with this formula, charge and spin in kJ/mol: 47.0
Highest occupied orbital energy (spin up / spin down) in eV: -14.23 / -14.31

Structure (XYZ):
```
69
Properties=species:S:1:pos:R:3:forces:R:3
Mn -0.127 -0.032 0.112 0.61 -0.19 0.18
Se 0.381 -0.404 2.529 -0.06 -0.01 -0.19
P 0.733 -2.489 1.785 0.03 -0.13 -0.38
Se 0.612 -2.377 -0.404 0.20 -0.49 0.29
C -0.529 -3.550 2.488 0.04 0.15 0.00
C -1.251 -4.418 1.675 0.01 -0.06 0.07
C -2.224 -5.226 2.246 -0.02 -0.02 -0.02
C -2.469 -5.162 3.610 -0.01 -0.03 -0.04
C -1.745 -4.292 4.418 0.01 0.03 0.06
C -0.776 -3.478 3.861 -0.02 -0.06 -0.07
C 2.389 -2.957 2.315 -0.09 0.16 0.04
C 2.787 -2.671 3.623 0.03 -0.05 -0.08
C 4.058 -3.025 4.043 -0.02 0.03 0.07
C 4.928 -3.657 3.162 0.02 -0.04 -0.05
C 4.530 -3.939 1.862 0.00 0.00 -0.02
C 3.259 -3.588 1.430 0.00 -0.07 0.10
H -1.047 -4.475 0.614 -0.03 0.01 0.00
H -2.794 -5.901 1.621 0.02 0.01 0.03
H -3.229 -5.796 4.048 0.02 0.03 -0.01
H -1.944 -4.243 5.481 0.01 -0.01 -0.03
H -0.223 -2.789 4.489 -0.04 -0.01 0.02
H 2.111 -2.174 4.310 0.04 0.00 0.03
H 4.371 -2.811 5.057 -0.02 -0.01 -0.04
H 5.920 -3.938 3.493 -0.04 0.02 -0.01
H 5.208 -4.437 1.181 -0.02 0.01 0.04
H 2.941 -3.819 0.422 0.02 0.02 -0.04
C -6.280 -0.840 5.344 0.01 -0.02 0.04
C -6.251 0.412 4.477 0.18 -0.05 -0.11
S -5.264 0.106 3.029 -0.07 0.01 -0.17
O -3.854 0.152 3.356 0.04 -0.04 0.08
O -5.772 -1.059 2.349 -0.06 0.03 -0.12
C -5.550 1.541 1.973 0.13 -0.17 0.11
C -5.371 1.211 0.489 0.09 -0.08 0.20
N -4.192 0.357 0.214 -0.21 0.00 -0.08
C -2.923 0.706 0.443 0.05 -0.31 0.18
N -2.102 -0.330 0.188 -0.39 1.01 -0.07
C -2.889 -1.380 -0.216 0.31 -0.25 0.19
C -4.167 -0.972 -0.190 -0.22 0.17 -0.20
N -5.303 -1.773 -0.604 -0.35 0.07 0.79
O -5.144 -2.970 -0.531 0.06 0.18 -0.31
O -6.318 -1.189 -0.927 0.24 -0.12 -0.17
C -2.500 2.011 1.020 -0.09 -0.07 0.02
H -6.816 -0.625 6.267 0.00 0.02 -0.01
H -5.272 -1.163 5.604 -0.02 0.02 0.00
H -6.790 -1.654 4.831 0.02 0.02 -0.01
H -5.784 1.263 4.978 -0.09 0.00 0.01
H -7.241 0.684 4.108 0.01 0.00 0.09
H -4.824 2.273 2.324 -0.19 0.13 -0.02
H -6.561 1.914 2.140 0.06 0.00 -0.07
H -5.254 2.144 -0.057 0.03 -0.02 -0.14
H -6.228 0.687 0.092 -0.09 -0.05 0.01
H -2.502 -2.351 -0.470 0.03 0.04 -0.06
H -3.116 2.834 0.661 0.03 -0.01 -0.06
H -1.467 2.237 0.767 0.12 0.03 -0.09
H -2.578 1.965 2.109 0.01 -0.06 -0.02
C 3.934 0.423 0.991 0.03 0.02 -0.15
As 3.078 1.046 -0.603 0.16 -0.15 0.06
C 3.539 2.867 -0.934 0.08 -0.08 0.02
C 3.598 -0.044 -2.083 0.02 0.07 0.08
O 1.400 0.933 -0.405 -0.39 0.39 -0.05
H 4.994 0.669 0.945 0.00 -0.01 -0.01
H 3.806 -0.656 1.057 -0.03 -0.02 0.03
H 3.477 0.909 1.848 -0.03 0.02 0.05
H 4.618 2.911 -1.081 -0.01 0.04 -0.01
H 3.263 3.480 -0.081 -0.04 0.00 0.05
H 3.036 3.221 -1.830 -0.06 -0.02 -0.04
H 4.673 0.055 -2.236 0.00 -0.01 0.00
H 3.069 0.284 -2.974 -0.03 0.02 -0.04
H 3.348 -1.077 -1.855 -0.02 -0.05 0.01
```
Forces are in eV/Å.

The following is a DFT calculation (ωB97M-V with the def2-TZVPD basis set) of a structure of composition C23H32CdCl2N3O7PS2.

Properties
Net charge: -1
Multiplicity: 2
<S²>: 0.77
ΔE to the lowest compared entry with this formula, charge and spin in kJ/mol: 180.7
Highest occupied orbital energy (spin up / spin down) in eV: -1.36 / -4.79

Structure (XYZ):
```
71
Properties=species:S:1:pos:R:3:forces:R:3
Cd -0.321 1.261 0.473 0.91 0.40 0.39
Cl -0.300 2.668 -2.320 -0.22 0.12 0.08
C -1.814 3.608 -2.213 0.14 -0.09 -0.15
Cl -2.076 4.368 -0.650 0.09 -0.07 0.09
H -2.632 2.928 -2.414 -0.03 -0.06 0.03
H -1.750 4.392 -2.955 -0.03 0.02 -0.10
O -2.003 0.433 3.669 0.12 0.14 -0.12
C -3.103 -0.325 3.515 -0.18 -0.16 -0.07
C -3.708 -0.964 4.597 -0.02 0.00 -0.01
C -4.860 -1.713 4.419 0.03 0.00 -0.02
C -5.405 -1.862 3.152 -0.06 -0.03 -0.04
C -4.779 -1.264 2.068 -0.05 -0.03 0.00
C -3.638 -0.488 2.224 0.09 0.26 0.13
C -2.972 0.134 1.032 0.09 0.18 0.02
O -2.408 1.274 1.146 0.11 -0.39 0.02
N -3.042 -0.597 -0.060 0.08 -0.17 0.02
N -2.327 -0.040 -1.105 0.22 0.12 -0.06
C -2.652 -0.523 -2.230 -0.27 -0.08 0.22
S -1.905 -0.027 -3.748 -0.52 0.26 -0.02
C -2.654 -1.366 -4.716 0.13 0.16 0.00
C -4.046 -1.590 -4.167 0.03 -0.15 0.18
S -3.904 -1.786 -2.367 0.00 0.19 -0.13
H -1.578 0.271 4.516 0.00 -0.05 0.04
H -3.265 -0.867 5.582 -0.02 0.06 -0.01
H -5.333 -2.177 5.276 0.02 -0.02 -0.01
H -6.309 -2.441 3.009 0.03 0.00 -0.01
H -5.165 -1.400 1.065 0.01 0.04 0.04
H -2.042 -2.262 -4.612 -0.01 -0.09 -0.05
H -2.660 -1.048 -5.760 -0.01 -0.02 0.03
H -4.506 -2.492 -4.571 0.01 0.01 -0.02
H -4.682 -0.731 -4.372 -0.06 0.01 -0.11
C 3.816 -0.587 1.221 -0.08 -0.08 -0.01
C 2.703 -1.194 2.072 -0.17 0.25 0.15
C 3.279 -2.020 3.211 0.03 0.02 0.10
O 1.827 -2.006 1.293 0.26 -0.12 -0.11
C 1.863 -0.020 2.669 -0.23 -0.02 0.16
O 2.404 0.715 3.488 -0.09 -0.06 -0.10
O 0.636 0.038 2.271 0.15 -0.01 -0.63
H 4.582 -1.334 0.986 -0.06 -0.01 -0.05
H 4.281 0.229 1.775 0.05 -0.02 -0.04
H 3.401 -0.187 0.295 0.03 0.09 0.03
H 3.947 -2.794 2.822 -0.05 0.00 -0.01
H 2.473 -2.500 3.770 0.04 0.02 -0.01
H 3.836 -1.368 3.885 0.00 -0.05 -0.02
H 0.990 -1.514 1.383 -0.20 0.06 0.05
O 0.752 3.179 0.897 -0.55 -0.49 -0.11
N 2.006 3.530 0.564 0.27 0.03 -0.21
C 3.085 3.059 1.289 0.03 -0.10 0.03
C 4.357 3.378 0.915 -0.15 0.04 0.00
C 4.610 4.212 -0.201 0.15 0.05 -0.12
C 3.486 4.692 -0.910 -0.06 -0.11 0.16
C 2.221 4.346 -0.532 -0.04 0.04 -0.02
H 2.837 2.449 2.146 -0.04 0.03 -0.03
H 5.176 2.989 1.507 -0.05 -0.01 0.03
H 5.617 4.477 -0.492 -0.05 -0.02 0.01
H 3.605 5.358 -1.756 -0.04 -0.03 -0.02
H 1.325 4.692 -1.022 0.00 0.00 0.04
C 2.883 -2.238 -1.671 -0.05 0.06 0.26
P 1.301 -1.401 -1.903 -0.06 -0.23 -0.62
C 1.163 -1.384 -3.713 0.17 0.12 0.01
C 0.001 -2.547 -1.400 0.04 0.11 0.07
O 1.182 -0.022 -1.341 -0.23 0.20 0.52
H 2.930 -3.113 -2.323 -0.02 0.06 0.01
H 2.984 -2.532 -0.629 0.02 0.00 -0.02
H 3.680 -1.540 -1.932 -0.01 -0.03 -0.01
H 0.988 -2.390 -4.103 0.03 0.04 0.01
H 2.084 -0.982 -4.142 0.00 -0.04 0.02
H 0.335 -0.728 -3.982 0.24 -0.19 0.00
H 0.269 -3.570 -1.670 -0.01 0.03 0.01
H -0.925 -2.261 -1.902 0.10 -0.10 0.09
H -0.149 -2.482 -0.323 -0.01 -0.07 -0.01
```
Forces are in eV/Å.

The following is a DFT calculation (ωB97M-V with the def2-TZVPD basis set) of a structure of composition C23H32Cl2CoF3N3OP.

Properties
Net charge: +1
Multiplicity: 4
<S²>: 3.76
ΔE to the lowest compared entry with this formula, charge and spin in kJ/mol: 82.0
Highest occupied orbital energy (spin up / spin down) in eV: -11.22 / -11.27

Structure (XYZ):
```
66
Properties=species:S:1:pos:R:3:forces:R:3
Co -14.584 -8.368 1.282 -0.31 -0.72 -0.03
C -12.470 -5.401 2.758 -0.22 0.99 -0.23
C -13.792 -6.068 2.970 -1.41 1.12 0.34
C -15.017 -5.333 2.827 0.71 -3.10 0.41
C -16.253 -6.006 2.990 0.18 1.00 -0.65
C -16.312 -7.339 3.341 0.37 -0.99 0.18
C -15.102 -7.988 3.660 0.13 0.11 -0.61
C -13.858 -7.382 3.461 0.05 0.59 -0.39
H -11.792 -5.924 2.101 -0.04 -0.33 -0.46
H -11.914 -5.296 3.676 0.03 0.01 0.58
H -12.622 -4.377 2.374 0.14 -0.46 0.03
H -14.974 -4.333 2.516 -0.06 1.22 -0.34
H -17.175 -5.472 2.732 0.33 -0.15 0.27
H -17.230 -7.960 3.339 0.54 0.83 0.16
H -15.087 -9.006 3.968 -0.31 -0.65 0.38
H -12.903 -7.842 3.719 -0.42 -0.29 -0.03
Cl -11.104 -11.847 1.469 0.48 -0.25 0.54
C -12.668 -11.172 1.246 -0.89 0.25 -0.59
Cl -12.473 -9.531 0.423 -0.20 -0.05 0.37
H -13.308 -11.005 2.140 0.88 -0.22 -0.56
H -13.193 -11.792 0.511 0.02 0.45 0.34
F -18.041 -17.262 2.315 0.95 0.50 0.08
C -17.002 -16.692 3.017 -1.25 -0.99 0.13
F -15.938 -17.484 2.899 0.05 -0.16 -0.24
F -17.402 -16.745 4.292 0.02 0.01 0.51
C -16.716 -15.299 2.621 -0.83 2.02 0.41
C -17.542 -14.225 3.109 1.31 -0.09 -0.71
C -17.231 -12.896 2.796 -0.09 -0.72 -0.12
C -16.117 -12.618 1.962 -1.08 0.59 0.06
C -15.349 -13.667 1.513 0.71 -0.32 -0.53
C -15.626 -14.996 1.853 1.11 0.01 -0.65
C -15.847 -11.255 1.533 -0.18 -1.27 0.68
C -15.547 -10.113 1.276 0.29 1.26 -0.06
H -18.367 -14.451 3.757 -0.30 -0.06 0.11
H -17.861 -12.071 3.150 0.31 -0.46 -0.12
H -14.504 -13.447 0.847 -0.39 -0.25 0.34
H -14.915 -15.766 1.500 -0.71 0.39 0.27
C -12.380 -5.576 -1.368 -0.09 -0.68 -0.76
N -13.770 -5.411 -1.820 -0.12 -0.32 0.09
C -14.027 -4.295 -2.760 0.21 -2.06 -0.65
P -14.861 -6.632 -1.568 0.69 0.77 -0.84
O -14.699 -7.119 -0.163 0.28 -0.35 0.79
N -14.647 -7.812 -2.696 -0.40 1.15 0.83
C -13.730 -7.602 -3.783 0.86 -0.51 0.54
C -15.393 -9.035 -2.671 -0.86 -0.85 0.15
N -16.313 -5.943 -1.759 -1.14 0.17 1.16
C -17.243 -6.245 -2.818 -0.25 0.09 -0.68
C -16.949 -5.363 -0.550 0.51 -0.70 0.52
H -11.720 -5.427 -2.232 0.03 -0.10 0.11
H -12.204 -6.617 -0.997 -0.17 0.96 -0.08
H -12.097 -4.830 -0.634 -0.07 0.02 0.36
H -13.406 -4.394 -3.670 -0.31 -0.14 0.24
H -13.751 -3.394 -2.313 0.29 1.57 0.88
H -15.081 -4.289 -3.026 0.09 0.12 -0.01
H -12.838 -7.125 -3.362 -0.14 0.20 -0.69
H -14.188 -7.068 -4.592 0.06 0.42 -0.59
H -13.411 -8.582 -4.119 0.06 -0.14 -0.30
H -15.997 -9.087 -1.750 0.09 0.02 -0.36
H -14.676 -9.858 -2.607 -0.20 -0.21 -0.19
H -16.078 -9.187 -3.554 0.72 0.27 0.74
H -16.690 -6.724 -3.660 -0.72 0.59 0.47
H -17.734 -5.289 -3.088 0.30 -0.52 -0.43
H -18.058 -6.905 -2.479 0.31 -0.06 -0.06
H -16.212 -5.370 0.267 -0.19 0.50 -0.44
H -17.733 -6.024 -0.156 -0.11 -0.02 -0.41
H -17.386 -4.374 -0.698 0.27 -0.01 -0.26
```
Forces are in eV/Å.

- What is the formula in the second record?
  C23H32CdCl2N3O7PS2

- The highest <S²> belongs to which entry?
  C23H32AsMnN3O5PSSe2